Entry from the Open Molecules 2025 dataset: a molecular structure, C37H31ClIIrN4O2PS (ωB97M-V/def2-TZVPD).

Summary:
net charge = +1
LUMO energy = -0.138 Ha
HOMO-LUMO gap = 0.238 hartree
E_HOMO = -10.235 eV
ΔE to the lowest compared entry with this formula, charge and spin = 229.7 kJ/mol

Geometry as XYZ:
```
79
C37H31ClIIrN4O2PS ωB97M-V/def2-TZVPD
Ir 0.22161 -0.44939 1.13797
C 1.73912 -3.37907 -2.24646
C 0.28970 -3.50954 -1.93021
N -0.38039 -4.50863 -2.41144
C -1.64907 -4.72565 -2.08105
C -2.27065 -4.02504 -1.06880
C -3.70123 -4.34273 -0.70744
O -4.50402 -3.19216 -0.54229
C -1.58334 -2.94759 -0.46060
C -2.13155 -2.37078 0.71521
N -1.81924 -1.26687 1.33791
C -2.63036 -0.89486 2.40501
C -4.01609 -1.12496 2.33162
C -4.86415 -0.77268 3.36054
C -4.36238 -0.17592 4.50613
C -3.00797 0.09794 4.59443
C -2.16916 -0.23365 3.54575
I -0.11284 0.32141 3.75780
C -0.33297 -2.53965 -1.04513
O 0.23761 -1.43927 -0.80884
H 1.98997 -4.01199 -3.09304
H 2.31945 -3.70767 -1.38235
H 2.00041 -2.34172 -2.44794
H -2.14816 -5.51055 -2.62974
H -3.73257 -4.86853 0.25420
H -4.11842 -5.00663 -1.47268
H -4.71950 -2.82097 -1.40502
H -2.88743 -2.99592 1.18381
H -4.41793 -1.57740 1.43772
H -5.92203 -0.96912 3.27562
H -5.01007 0.08450 5.32575
H -2.60418 0.58060 5.46967
Cl -2.16000 1.93820 1.22514
C -2.47494 2.13501 -0.45099
C -3.72924 2.49882 -0.89966
C -3.92044 2.71239 -2.25668
C -2.85623 2.57498 -3.13721
C -1.60832 2.18916 -2.67772
C -1.40524 1.94226 -1.32404
P 0.18082 1.47697 -0.55371
C 1.28762 1.20203 -1.96214
C 0.89399 0.31717 -2.96795
C 1.76720 -0.00078 -3.99155
C 3.04261 0.54506 -4.01214
C 3.43970 1.41587 -3.01185
C 2.57095 1.74092 -1.98756
C 0.68196 3.09294 0.11542
C 1.41964 3.12388 1.29336
C 1.86305 4.32768 1.80741
C 1.53155 5.50891 1.16725
C 0.76372 5.48716 0.01400
C 0.34909 4.28292 -0.52525
H -4.53856 2.61707 -0.19655
H -4.89535 2.99588 -2.62551
H -2.99416 2.75839 -4.19156
H -0.78564 2.08763 -3.37082
H -0.09144 -0.12922 -2.93707
H 1.45315 -0.68428 -4.76868
H 3.72460 0.28149 -4.80651
H 4.43231 1.84146 -3.02587
H 2.88470 2.42089 -1.20884
H 1.62639 2.20050 1.81226
H 2.45549 4.34001 2.70713
H 1.86829 6.44805 1.57331
H 0.48984 6.41390 -0.46722
H -0.23610 4.26773 -1.43247
C 6.25139 -1.57576 3.03191
C 4.97433 -1.13191 2.41857
C 4.83367 0.12352 1.81560
C 3.60512 0.42847 1.26845
N 2.58190 -0.41192 1.32727
C 2.81192 -1.61221 1.89756
S 1.46450 -2.66854 1.88830
N 3.95983 -1.98235 2.43135
H 6.94033 -0.74395 3.14802
H 6.70398 -2.32638 2.38561
H 6.06511 -2.04706 3.99321
H 5.64609 0.82704 1.78628
H 3.42862 1.37448 0.77607
```

Entry from the Open Molecules 2025 dataset: a molecular structure, C21H19AsN6RhS (ωB97M-V/def2-TZVPD).

Summary:
net charge = +1
LUMO energy = -0.201 Ha
HOMO-LUMO gap = 0.232 hartree
E_HOMO = -11.786 eV
ΔE to the lowest compared entry with this formula, charge and spin = 0.0 kJ/mol

Geometry as XYZ:
```
49
C21H19AsN6RhS ωB97M-V/def2-TZVPD
Rh 1.86138 0.63634 -0.87442
N -3.38406 -5.73318 4.24221
C -2.75372 -5.08109 3.53860
C -1.96961 -4.26110 2.65500
C -1.63842 -2.96052 3.03022
C -0.87776 -2.17953 2.18265
C -0.46905 -2.67341 0.94124
C -0.78179 -3.98733 0.58669
C -1.52860 -4.77851 1.43998
C 0.32687 -1.80784 0.06149
C 0.22253 -1.72151 -1.28589
C -0.64521 -2.42629 -2.22261
C -0.28743 -2.04055 -3.46409
C 0.75859 -1.04671 -3.31147
N 1.05207 -0.84801 -2.06463
C 1.71453 0.42732 1.72439
C 1.55267 0.81614 3.03702
C 1.92256 2.17806 3.04769
C 2.28635 2.53945 1.75635
N 2.17445 1.46503 0.94434
H -1.97073 -2.57595 3.98430
H -0.60869 -1.17319 2.47950
H -0.39634 -4.41010 -0.33048
H -1.75997 -5.80128 1.17707
H -1.41301 -3.13154 -1.95344
H -0.69557 -2.37405 -4.40419
H 1.24394 -0.47937 -4.09412
H 1.26302 0.20702 3.87740
H 1.95436 2.82011 3.91265
H 2.65407 3.48562 1.39241
C -0.14981 3.59997 -0.43081
As -0.21087 1.71413 -0.77731
C -1.20843 1.46651 -2.39780
C -1.35315 1.07120 0.63123
S 1.82623 -1.04884 0.76230
H -1.18160 3.95354 -0.44953
H 0.41817 4.14027 -1.18142
H 0.27327 3.75973 0.55686
H -2.07460 2.12623 -2.34836
H -1.54158 0.43316 -2.47452
H -0.58868 1.73470 -3.24986
H -2.27134 1.65861 0.59978
H -0.84931 1.22900 1.58363
H -1.59549 0.02026 0.49744
N 1.26141 6.20807 -2.83178
C 2.00088 5.32226 -2.85040
N 2.85977 4.29948 -2.87340
C 2.45267 3.16555 -2.51743
N 2.12502 2.06213 -2.25447
```

Entry from the Open Molecules 2025 dataset: C4H6ClN in the gas phase (ωB97M-V/def2-TZVPD).

Summary:
LUMO energy = 0.036 Ha
HOMO-LUMO gap = 0.361 hartree
structure (SMILES) = C[C@H]1N=C[C@@H]1Cl
E_HOMO = -8.822 eV
ΔE to the lowest compared entry with this formula, charge and spin = 246.9 kJ/mol

Geometry as XYZ:
```
12
C4H6ClN ωB97M-V/def2-TZVPD
C -1.25232 -1.36567 -0.05822
C -0.89009 0.28051 -0.79934
C 0.47695 -0.18448 -0.20738
C 1.16570 0.80433 0.79704
N -0.07936 -1.37519 0.33628
Cl -1.13660 0.36534 -2.50100
H -2.04339 -2.03467 0.17272
H -1.46037 0.98164 -0.17207
H 1.27570 -0.47766 -0.76892
H 0.63249 0.86216 1.72069
H 1.20305 1.83064 0.45104
H 2.10824 0.31305 1.02917
```

> What is the formula in the second record?

C21H19AsN6RhS

> Among the records above, which one has the highest HOMO-LUMO gap?

C4H6ClN